No. 1
C21H27CsN7O | ωB97M-V with the def2-TZVPD basis set

Summary:
Net charge: -1
HOMO, Eh: -0.057
E_LUMO, eV: 1.75
M, Da: 526.40
E, eV: -35240.7634
ΔE to the lowest compared entry with this formula, charge and spin, kcal per mole: 14.6

XYZ file:
```
57
Properties=species:S:1:pos:R:3:forces:R:3:lowdin_charge:R:1
Cs -0.74435 0.59782 -0.30334 0.63 -0.03 -0.07 0.8508
C -0.03530 -1.12800 4.05561 0.02 0.01 -0.02 -0.0697
N -0.47574 0.24673 3.92155 0.03 0.08 -0.11 -0.1543
C -1.94331 0.32864 3.78195 0.09 -0.13 0.02 -0.0280
C 0.31161 1.07586 3.14595 0.02 -0.05 0.13 -0.4895
N 1.34631 0.76221 2.46405 -0.01 0.00 0.01 0.1332
N -0.08882 2.41354 3.25234 -0.05 -0.12 0.02 0.1283
C 0.06566 3.44042 2.34718 -0.07 0.13 0.13 -0.5317
N -0.61000 4.58759 2.77239 -0.01 -0.05 -0.04 0.1255
N 0.78282 3.34821 1.29660 0.06 -0.12 -0.10 0.1048
H -0.63056 -1.59989 4.83535 0.01 0.01 0.01 0.0934
H 1.01543 -1.16781 4.34278 0.01 0.00 0.01 0.0871
H -0.18932 -1.70811 3.13546 0.01 0.01 0.00 0.0980
H -2.42266 0.04164 4.71674 0.03 0.02 0.00 0.0940
H -2.29490 -0.34680 2.99243 -0.01 0.09 0.07 0.0827
H -2.27190 1.32818 3.51923 -0.06 0.03 -0.03 0.0850
H 1.46435 -0.24503 2.44333 0.00 -0.05 -0.04 0.0431
H -0.67149 2.59673 4.05047 -0.04 0.05 -0.01 0.1372
H -1.50022 4.41768 3.21948 -0.02 -0.01 -0.02 0.0937
H -0.69295 5.28732 2.05212 -0.01 -0.01 0.00 0.0889
H 0.72101 4.20074 0.74957 -0.03 0.05 0.00 0.0502
C 4.36504 2.64358 0.85822 0.01 0.01 0.04 -0.0999
N 3.33616 1.73800 0.41942 0.00 -0.09 -0.05 0.0090
C 3.51360 0.72944 -0.45691 0.02 0.06 -0.03 -0.6386
N 4.78121 0.62576 -1.02494 0.00 0.01 0.03 0.1433
O 2.61339 -0.03197 -0.79482 -0.11 -0.08 -0.03 -0.0479
H 3.89673 3.41283 1.46836 -0.01 0.00 0.00 0.0773
H 4.85499 3.13144 0.01268 -0.01 0.00 -0.01 0.0796
H 5.13349 2.15706 1.47265 0.00 -0.01 0.00 0.0785
H 2.46154 1.71700 0.94094 -0.02 0.06 0.06 0.0499
H 5.56915 0.89886 -0.46048 -0.01 0.02 -0.01 0.0715
H 4.90006 -0.24880 -1.50944 0.00 0.00 0.00 0.0935
C -3.51590 0.66226 -0.05671 -0.42 0.11 0.02 -0.3848
C -3.91596 -0.02589 0.89232 0.06 -0.04 0.11 -0.3981
C -4.38568 -0.77632 2.02898 -0.25 -0.17 -0.21 -0.2770
C -4.92696 -0.01934 3.11751 0.18 0.09 0.13 -0.2156
C -5.15596 1.37999 2.95032 0.01 0.03 -0.03 -0.0674
C -5.51935 2.20470 3.99487 -0.04 0.03 -0.04 -0.1426
C -5.68880 1.71657 5.29148 -0.02 -0.06 0.01 -0.1623
C -5.47040 0.35539 5.48971 0.03 0.05 0.05 -0.1482
C -5.10064 -0.48434 4.45454 -0.01 -0.03 -0.13 -0.0883
C -4.22578 -2.21035 1.98792 0.01 0.17 -0.01 -0.1911
C -4.93194 -3.14482 2.79084 0.04 0.04 0.02 -0.0664
C -4.71858 -4.50925 2.69806 0.00 0.01 0.02 -0.1368
C -3.80138 -5.04631 1.80070 -0.01 -0.03 0.00 -0.1571
C -3.13102 -4.15927 0.96190 0.03 0.02 -0.02 -0.1342
C -3.34098 -2.79652 1.04159 0.04 -0.01 0.03 -0.0637
H -5.00108 1.79168 1.96002 -0.04 0.00 0.03 0.0808
H -5.68199 3.26052 3.79190 0.00 -0.02 0.01 0.0829
H -5.98475 2.36500 6.10681 0.00 0.00 0.01 0.0689
H -5.56282 -0.06406 6.48736 -0.01 0.00 0.01 0.0843
H -4.85954 -1.50752 4.69788 -0.05 -0.08 0.01 0.0787
H -5.70575 -2.79578 3.45697 -0.03 0.04 0.04 0.0850
H -5.30151 -5.17044 3.33218 0.00 0.00 0.00 0.0855
H -3.63984 -6.11525 1.73410 0.00 0.00 0.00 0.0732
H -2.43474 -4.53962 0.22022 0.00 -0.01 0.00 0.0855
H -2.84230 -2.13030 0.34812 -0.01 0.00 -0.02 0.0697
```
Forces are in eV/Å.

---

No. 2
C36H50B3F8NO29 | ωB97M-V with the def2-TZVPD basis set

Summary:
HOMO, Eh: -0.355
E_LUMO, eV: 0.12
M, Da: 1145.19
E, eV: -122790.5764
SMILES string: CCCCCCB1OB(O)OB(CCN(CC)C(C)=O)O1.O=C1OC[C@@H](F)O1.O=C1OC[C@@H](F)O1.O=C1OC[C@@H](F)O1.O=C1OC[C@@H](F)O1.O=C1OC[C@@H](F)O1.O=C1OC[C@@H](F)O1.O=C1OC[C@@H](F)O1.O=C1OC[C@@H](F)O1

XYZ file:
```
127
Properties=species:S:1:pos:R:3:forces:R:3:lowdin_charge:R:1
C 4.93668 -0.60938 1.49479 0.00 -0.06 0.06 -0.1106
C 5.62017 0.57726 2.17807 -0.14 -0.11 -0.33 -0.2433
C 5.07179 1.93510 1.73603 -0.15 0.08 0.12 -0.2112
C 3.73076 2.31553 2.38238 -0.02 0.00 -0.13 -0.1913
C 2.49277 1.85441 1.58593 -0.01 0.00 0.17 -0.1933
C 1.82238 3.01031 0.82222 0.47 -0.11 0.11 -0.0503
B 0.81263 3.83355 1.67115 0.36 0.38 0.45 -0.4970
O 0.71547 5.21474 1.54475 -0.45 -0.18 -0.47 0.3258
B -0.47156 5.81589 1.91524 0.33 0.17 0.54 -0.7020
O -0.85252 6.97952 1.32836 -0.18 -0.09 0.01 0.2335
O -1.28178 5.19950 2.87275 -0.46 -0.12 -0.85 0.3140
B -1.28065 3.81601 2.77436 0.45 0.12 0.55 -0.4991
C -2.59243 2.96345 2.81695 0.19 0.03 0.22 -0.0209
C -2.46846 1.72620 1.92720 0.01 -0.08 -0.22 -0.1613
N -3.68960 0.91617 1.78388 0.03 0.81 0.63 -0.0553
C -4.25850 0.38847 3.04338 0.04 -0.61 -0.21 -0.2131
C -3.20595 -0.13061 4.01664 -0.17 -0.21 0.09 -0.0765
C -4.61709 1.49702 0.93957 -0.05 -0.67 0.12 -0.5189
C -5.89466 0.73875 0.71710 -0.30 -0.24 0.28 0.0036
O -4.41447 2.53946 0.36190 0.13 0.63 -0.61 0.0631
O -0.05095 3.21173 2.56618 -0.42 -0.24 -0.67 0.2922
H 4.80602 -0.42644 0.42675 0.01 -0.01 0.02 0.0813
H 3.95224 -0.82173 1.92239 -0.02 0.12 -0.13 0.0600
H 5.54816 -1.51098 1.59018 -0.05 0.00 0.06 0.0544
H 5.50145 0.48458 3.26261 0.21 0.02 0.02 0.1015
H 6.68409 0.52924 1.93864 0.00 0.01 0.10 0.0972
H 4.93816 1.92749 0.64829 0.14 0.09 0.01 0.1149
H 5.81211 2.70574 1.96450 0.00 -0.04 0.00 0.1056
H 3.69305 3.40487 2.48259 -0.05 -0.03 0.10 0.1093
H 3.69564 1.90792 3.39779 0.05 0.05 0.00 0.1063
H 2.77927 1.07378 0.87942 -0.04 -0.01 0.05 0.0909
H 1.76876 1.41997 2.28058 -0.05 -0.09 -0.14 0.1056
H 2.59109 3.67689 0.41847 -0.06 -0.02 -0.09 0.1232
H 1.30276 2.59717 -0.04862 -0.15 0.09 0.07 0.0970
H -1.77885 7.17426 1.52304 0.27 0.11 0.10 0.1222
H -2.75276 2.68553 3.86556 -0.19 -0.01 -0.03 0.1109
H -3.42316 3.59099 2.49289 -0.07 -0.06 0.09 0.1174
H -1.65492 1.08100 2.25304 -0.06 0.02 0.11 0.1196
H -2.21652 2.05191 0.91814 0.04 -0.08 0.03 0.1287
H -4.89991 -0.45769 2.79031 -0.01 0.10 -0.07 0.1054
H -4.90651 1.12887 3.52552 0.14 0.08 0.05 0.1269
H -2.82270 0.63664 4.68677 0.14 0.04 -0.14 0.0679
H -2.38113 -0.60957 3.49035 0.01 0.05 0.00 0.0818
H -3.66160 -0.89900 4.64374 -0.01 0.07 0.04 0.0767
H -5.77595 -0.33301 0.86518 0.01 0.01 -0.14 0.0804
H -6.65529 1.07532 1.42683 -0.01 0.06 -0.07 0.0957
H -6.24148 0.94587 -0.29158 -0.01 0.00 0.02 0.0681
O -8.66499 3.50013 -5.38044 -0.10 0.09 -0.02 0.1765
C -8.47919 3.47666 -4.21061 -0.04 0.13 0.01 -0.5530
O -7.59321 4.25066 -3.54921 0.02 0.02 0.07 0.0759
C -7.76396 4.04202 -2.14057 0.04 0.00 0.06 -0.0323
C -8.42159 2.67618 -2.11319 0.01 0.13 0.02 -0.3117
F -9.30112 2.54278 -1.09105 -0.05 0.02 -0.03 0.0733
O -9.12772 2.65653 -3.33821 0.11 -0.24 -0.08 0.1204
H -8.44011 4.79789 -1.73902 -0.04 -0.03 0.02 0.1480
H -6.80710 4.08247 -1.62825 0.08 -0.04 -0.13 0.1400
H -7.72423 1.83763 -2.08773 -0.05 -0.05 0.08 0.1646
O 7.74036 -1.04173 -0.23727 0.03 0.04 -0.15 0.1787
C 8.11097 -2.00847 0.33558 -0.22 -0.06 0.12 -0.5580
O 8.32520 -2.08836 1.66274 0.08 0.00 0.05 0.0756
C 8.54586 -3.46435 2.00806 0.07 0.03 0.10 -0.0323
C 9.03079 -4.02887 0.69268 -0.08 0.07 0.06 -0.2976
F 8.64643 -5.32338 0.51077 -0.06 -0.03 -0.03 0.0602
O 8.36483 -3.21600 -0.25437 0.23 0.08 -0.09 0.1278
H 7.60253 -3.91043 2.31461 0.11 -0.10 -0.14 0.1109
H 9.26895 -3.55650 2.81272 0.03 0.21 -0.01 0.1311
H 10.10832 -3.96584 0.53898 0.01 -0.12 -0.02 0.1684
O 1.75658 0.83272 -1.80299 -0.03 -0.01 0.04 0.1828
C 1.51524 1.62584 -2.64697 -0.07 0.05 -0.03 -0.5518
O 0.65709 1.43444 -3.67602 -0.03 -0.02 -0.03 0.0739
C 0.51298 2.66710 -4.38512 -0.01 0.03 -0.04 -0.0474
C 1.78898 3.39669 -4.00902 -0.06 -0.07 0.05 -0.3140
F 1.61444 4.73384 -3.91672 -0.07 0.02 0.07 0.0810
O 2.06771 2.86802 -2.72786 0.21 -0.07 -0.07 0.1259
H -0.35686 3.20717 -4.00828 0.02 0.06 0.00 0.1448
H 0.40513 2.48071 -5.44904 0.05 -0.12 0.01 0.1391
H 2.63810 3.20048 -4.66595 0.00 0.09 -0.03 0.1731
O 6.73070 -5.09228 3.91407 -0.12 -0.17 0.02 0.1624
C 5.72736 -4.47732 4.07262 0.00 0.12 -0.06 -0.5551
O 5.67964 -3.16722 4.39030 0.01 0.07 0.00 0.0766
C 4.31714 -2.72949 4.32086 -0.08 -0.01 -0.01 -0.0384
C 3.56546 -4.03654 4.49579 0.10 0.05 -0.04 -0.3040
F 2.41187 -4.07260 3.79559 0.02 0.01 -0.10 0.0854
O 4.47506 -4.98063 3.95179 -0.01 -0.11 0.24 0.1427
H 4.12304 -2.30129 3.33671 -0.05 -0.08 0.06 0.1094
H 4.11788 -1.99368 5.09343 0.11 -0.04 0.08 0.1442
H 3.35472 -4.30891 5.53118 -0.10 0.00 -0.01 0.1729
O -14.47159 -1.40066 -1.82123 -0.01 -0.03 0.05 0.1866
C -13.51869 -0.81384 -2.20113 0.11 0.04 0.06 -0.5495
O -13.35078 0.52765 -2.14707 -0.01 0.02 0.00 0.0758
C -12.01560 0.83839 -2.55299 0.06 0.11 -0.05 -0.0535
C -11.64799 -0.37989 -3.37497 -0.03 0.01 0.11 -0.3135
F -10.33332 -0.69773 -3.27260 0.01 -0.02 0.09 0.0701
O -12.42222 -1.39528 -2.77182 -0.12 -0.04 -0.20 0.1296
H -11.37417 0.91532 -1.67406 0.06 -0.04 -0.03 0.1344
H -11.98899 1.76974 -3.11032 -0.15 0.00 0.00 0.1392
H -11.90680 -0.31338 -4.43278 0.11 0.00 -0.03 0.1737
O 11.42592 -4.57164 3.50824 0.00 0.04 -0.02 0.1761
C 11.44780 -5.67247 3.07033 0.09 -0.07 -0.02 -0.5507
O 11.59386 -5.97690 1.75834 -0.01 -0.01 -0.01 0.0552
C 11.70574 -7.39861 1.63208 -0.02 -0.05 -0.10 -0.0392
C 11.05017 -7.87877 2.91248 0.06 0.07 -0.01 -0.3077
F 11.61756 -9.00710 3.39251 0.09 0.03 0.03 0.0821
O 11.31259 -6.80655 3.80119 -0.22 0.02 0.03 0.1413
H 12.75915 -7.68061 1.61365 0.00 -0.05 0.05 0.1452
H 11.21214 -7.73670 0.72604 -0.08 0.12 0.00 0.1397
H 9.97139 -8.02841 2.84717 0.00 -0.09 0.01 0.1752
O -12.31847 6.00832 -4.11929 -0.02 0.05 0.03 0.1804
C -11.70892 6.40112 -5.05457 -0.01 -0.02 0.01 -0.5552
O -11.89195 5.98987 -6.32853 -0.04 0.03 -0.07 0.0728
C -11.06364 6.77738 -7.18598 0.06 -0.01 -0.05 -0.0472
C -9.99661 7.26519 -6.22503 -0.08 -0.04 -0.05 -0.3136
F -9.54513 8.50133 -6.54241 -0.07 0.06 0.05 0.0759
O -10.70061 7.31772 -4.99803 0.15 -0.17 0.04 0.1288
H -11.63441 7.61935 -7.58035 0.03 0.05 0.01 0.1440
H -10.67957 6.17141 -8.00049 -0.03 -0.12 0.07 0.1404
H -9.14280 6.59363 -6.11938 0.07 0.07 -0.03 0.1690
O 4.06262 -9.11706 -1.81370 -0.01 -0.03 0.04 0.1885
C 5.04100 -8.45495 -1.79714 0.06 0.03 0.10 -0.5487
O 5.08975 -7.13351 -1.51101 0.00 0.03 -0.01 0.0747
C 6.46006 -6.72957 -1.44143 0.03 0.08 0.03 -0.0531
C 7.14127 -7.79967 -2.27020 -0.08 -0.01 0.08 -0.3148
F 8.38587 -8.09517 -1.81765 -0.01 -0.03 0.09 0.0674
O 6.29731 -8.91415 -2.07746 -0.04 -0.01 -0.22 0.1294
H 6.80243 -6.76884 -0.40729 0.06 -0.04 -0.01 0.1310
H 6.58120 -5.72223 -1.82834 -0.12 0.00 -0.05 0.1408
H 7.20515 -7.58152 -3.33755 0.12 0.02 0.00 0.1723
```
Forces are in eV/Å.

---

No. 3
C9H22BClN4O5 | ωB97M-V with the def2-TZVPD basis set

Summary:
HOMO, Eh: -0.285
E_LUMO, eV: -1.53
M, Da: 312.56
E, eV: -39082.1224

XYZ file:
```
42
Properties=species:S:1:pos:R:3:forces:R:3:lowdin_charge:R:1
C 4.29706 1.16839 1.15368 0.56 -0.67 -0.49 -0.1322
C 2.93750 0.25285 1.39192 -0.15 0.48 0.32 -0.2011
C 2.08030 0.05286 -0.01144 1.75 3.01 0.70 -0.1432
O 1.80065 -1.35974 -0.31834 -1.11 0.76 -0.21 -0.0839
N 0.58213 -1.64759 0.21035 -4.35 -1.57 1.48 -0.1033
C 0.61365 -2.22386 1.63735 0.66 -0.88 1.27 0.0000
C -0.62111 -1.49192 -0.44310 1.30 0.82 -1.11 -0.0983
N -0.52608 -0.99884 -1.89854 0.89 -2.44 2.19 0.1355
N -1.99270 -1.78988 0.10414 3.15 1.83 -0.81 0.0678
B -3.02224 -2.07379 -0.97159 -2.09 -2.01 -2.62 -0.5074
N -3.78012 -1.05250 -1.79940 2.17 -1.40 -0.92 0.1230
O -3.37686 -3.51561 -1.22324 0.36 3.45 -0.29 0.0389
C -2.46596 -0.82014 1.15165 -0.86 2.06 -0.08 -0.6011
Cl -2.55615 -1.52268 2.88210 0.11 0.14 -1.37 0.5417
C -1.65184 0.59289 1.25520 -0.66 1.37 0.71 -0.2282
C -1.92260 1.62071 -0.03658 -0.28 0.28 0.71 -0.0825
H 4.74876 1.55312 2.16290 -1.00 -0.84 -1.87 0.0783
H 5.12749 0.49918 0.62086 -1.75 1.37 1.17 0.0847
H 4.11841 2.09829 0.45999 -0.11 -1.84 1.47 0.0796
H 2.30878 0.81695 2.23520 1.08 -1.30 -2.03 0.1214
H 3.16452 -0.82204 1.79783 -0.04 2.09 -0.70 0.0907
H 1.08347 0.67026 0.06197 2.17 -1.22 -0.65 0.1081
H 2.77860 0.45620 -0.89115 -1.96 -0.99 1.84 0.1601
H 0.23634 -1.44996 2.42464 0.61 -1.37 -1.69 0.0852
H 1.73903 -2.50390 1.92402 -2.61 0.74 -1.05 0.1253
H -0.03501 -3.21053 1.71172 1.18 2.26 -0.40 0.1254
H 0.15090 -1.70322 -2.33188 -1.02 1.36 0.51 0.1277
H -0.04306 -0.07699 -1.95737 -0.29 -0.40 0.45 0.0870
H -3.12469 -0.34348 -2.23572 -1.02 -0.83 1.09 0.0797
H -4.23625 -1.50564 -2.64681 0.51 0.74 1.70 0.0936
H -3.95398 -3.58304 -2.04028 1.01 0.16 1.57 0.1014
H -3.59191 -0.53851 0.87025 2.52 -0.78 0.72 0.1419
H -2.12011 1.17613 2.18646 1.01 -1.64 -1.94 0.1222
H -0.50865 0.48893 1.51923 -2.32 -0.03 -0.67 0.0957
H -2.84974 1.22924 -0.63981 1.92 0.75 0.97 0.0667
H -0.96305 1.80585 -0.68023 -1.79 -0.47 1.01 0.0584
H -2.24418 2.68327 0.40240 0.80 -2.42 -0.94 0.1030
C 1.61058 3.30857 -1.23519 0.79 0.33 3.00 -0.8752
O 1.07424 2.28372 -1.72114 -0.98 -2.08 0.24 -0.1155
O 1.76838 4.24178 -2.16323 0.00 0.99 -1.81 0.0696
O 1.99772 3.57040 -0.07452 -0.43 -0.88 -0.69 -0.0385
H 1.36781 3.66426 -2.84433 0.26 1.11 -0.77 0.0978
```
Forces are in eV/Å.